[1]
{
  "formula": "C27H70FN8O6S",
  "method": "the ωB97M-V functional and the def2-TZVPD basis",
  "e_tot_ha": -2457.8700,
  "homo_energy_ev": -10.408,
  "charge": 1,
  "homo_lumo_gap_ha": 0.2673,
  "symbols": ["C", "C", "C", "C", "C", "C", "N", "C", "C", "C", "C", "N", "C", "N", "N", "S", "O", "O", "F", "H", "H", "H", "H", "H", "H", "H", "H", "H", "H", "H", "H", "H", "H", "H", "H", "H", "H", "H", "H", "H", "H", "H", "H", "H", "H", "C", "C", "C", "O", "C", "N", "H", "H", "H", "H", "H", "H", "H", "H", "H", "H", "H", "C", "C", "C", "O", "C", "N", "H", "H", "H", "H", "H", "H", "H", "H", "H", "H", "H", "C", "C", "C", "O", "C", "N", "H", "H", "H", "H", "H", "H", "H", "H", "H", "H", "H", "C", "C", "C", "O", "C", "N", "H", "H", "H", "H", "H", "H", "H", "H", "H", "H", "H"],
  "xyz": [[2.83098, -0.86019, 3.28752], [1.77637, 0.18243, 2.91955], [0.36824, -0.37528, 3.07457], [-0.70398, 0.58012, 2.55259], [-0.99936, 1.74229, 3.52250], [-2.47273, 1.90748, 3.87313], [-3.40732, 2.00226, 2.68762], [-4.84760, 2.30481, 3.05661], [-5.41255, 1.40737, 4.14718], [-5.95209, 0.05396, 3.60507], [-7.49741, 0.02232, 3.51956], [-7.88982, -0.53455, 2.20506], [-9.25349, -1.01783, 2.07909], [-9.72405, -1.29944, 0.93433], [-10.09064, -1.17474, 3.21622], [-2.87964, 3.29765, 1.56943], [-4.03529, 3.80456, 0.94069], [-1.84137, 2.78226, 0.77390], [-2.41525, 4.29699, 2.61894], [3.83650, -0.51163, 3.05779], [2.79481, -1.04269, 4.36273], [2.65897, -1.79356, 2.75427], [1.94305, 1.06608, 3.54085], [1.94410, 0.47444, 1.88023], [0.19299, -0.65423, 4.11678], [0.32184, -1.28622, 2.47571], [-0.29814, 1.01699, 1.64136], [-1.60097, 0.02895, 2.24762], [-0.58219, 2.68977, 3.18616], [-0.50702, 1.51920, 4.46947], [-2.76868, 1.00550, 4.40660], [-2.67063, 2.72632, 4.55967], [-3.33015, 1.15272, 2.11784], [-4.96912, 3.36036, 3.28105], [-5.43168, 2.13179, 2.15532], [-6.27291, 1.94488, 4.54393], [-4.74734, 1.25586, 4.99247], [-5.68705, -0.68588, 4.35718], [-5.51655, -0.20111, 2.64134], [-7.91295, 1.03224, 3.60875], [-7.89320, -0.56272, 4.34030], [-7.86473, 0.25342, 1.56721], [-8.97218, -1.12691, 0.26203], [-10.27288, -0.28471, 3.66720], [-9.63676, -1.76853, 3.90293], [-10.11576, 2.55561, -3.49991], [-9.72852, 1.29677, -2.73039], [-9.86314, 0.00625, -3.55310], [-11.18654, -0.45368, -3.71438], [-11.92200, 0.16284, -4.75666], [-10.50729, 1.24081, -1.48849], [-11.19558, 2.65823, -3.59849], [-9.75592, 3.44148, -2.97647], [-9.67868, 2.55689, -4.50035], [-8.67090, 1.39329, -2.46020], [-9.34376, -0.79220, -3.01445], [-9.36836, 0.10401, -4.52882], [-11.28325, 0.41138, -5.60892], [-12.43356, 1.06104, -4.40342], [-12.68130, -0.54538, -5.08546], [-10.18346, 0.45745, -0.92834], [-11.45761, 0.98058, -1.73865], [9.40382, -0.38359, 1.79329], [8.35642, -0.85605, 2.79661], [7.07661, -1.39629, 2.14231], [6.20155, -0.40485, 1.63942], [6.53314, 0.09270, 0.35095], [8.07657, 0.23260, 3.73797], [9.14723, 0.58145, 1.35713], [10.36830, -0.26684, 2.28657], [9.52654, -1.10451, 0.98228], [8.79686, -1.68251, 3.36211], [6.50414, -1.92515, 2.91062], [7.31055, -2.13122, 1.36024], [6.96920, -0.68208, -0.28651], [7.21868, 0.94104, 0.43231], [5.62166, 0.45132, -0.11739], [7.45805, -0.10935, 4.46829], [7.51854, 0.92592, 3.24655], [3.86528, 2.61856, -2.80053], [5.35626, 2.36874, -3.00603], [5.84020, 2.65743, -4.43427], [5.50370, 1.66410, -5.38164], [4.19719, 1.75497, -5.91879], [5.66741, 0.99763, -2.58806], [3.25390, 1.82697, -3.23343], [3.63558, 2.65673, -1.73500], [3.56042, 3.56856, -3.24360], [5.89497, 3.05228, -2.34294], [6.93281, 2.68471, -4.41932], [5.50365, 3.64465, -4.77656], [3.87604, 2.79504, -6.02498], [3.47709, 1.20618, -5.30648], [4.21479, 1.29395, -6.90565], [6.67486, 0.86330, -2.63094], [5.30773, 0.37383, -3.30685], [5.90997, -5.51336, -2.40421], [6.19489, -4.08872, -2.86899], [7.65001, -3.85851, -3.30227], [8.56976, -3.73329, -2.23477], [9.03492, -4.95457, -1.68897], [5.78716, -3.15496, -1.81471], [6.30252, -5.70496, -1.40579], [4.83472, -5.68661, -2.36521], [6.34269, -6.24535, -3.08872], [5.56785, -3.90153, -3.74581], [7.69511, -2.90462, -3.83528], [7.98269, -4.63096, -4.00752], [9.13165, -5.72817, -2.45555], [8.37888, -5.30714, -0.88932], [10.01763, -4.76838, -1.25667], [5.88742, -2.20442, -2.16243], [6.48191, -3.21645, -1.07443]],
  "forces_ev_per_angstrom": [[0.0, 0.3, 0.3], [0.4, -0.2, 0.0], [0.0, 0.0, -0.3], [0.5, 0.4, -0.1], [-0.2, 0.0, -0.1], [0.4, -1.0, 0.7], [0.2, 1.4, 0.3], [-0.9, -0.6, 0.1], [-0.4, -0.3, -0.3], [-0.2, 0.5, 1.2], [0.4, 0.2, -1.1], [-1.0, 0.3, 1.0], [-0.3, -0.1, -0.8], [0.5, 0.3, 0.4], [0.5, -0.1, 0.2], [-0.9, -0.3, -2.4], [-0.1, 0.1, 0.6], [0.6, 0.0, 0.8], [0.3, 0.1, 0.3], [0.0, 0.0, -0.1], [0.0, -0.2, 0.0], [0.0, -0.1, 0.0], [-0.2, 0.1, 0.0], [-0.1, 0.1, 0.0], [-0.1, -0.1, 0.0], [0.0, -0.1, 0.1], [-0.2, -0.1, -0.2], [-0.1, -0.1, 0.2], [0.1, -0.1, -0.1], [-0.1, 0.1, 0.1], [-0.2, -0.1, -0.2], [-0.1, 0.3, -0.3], [0.0, -0.1, 0.1], [0.5, 0.1, 0.2], [0.1, 0.1, -0.1], [0.1, 0.2, 0.1], [0.1, 0.2, 0.0], [0.3, -0.4, -0.4], [0.0, -0.2, 0.0], [0.1, 0.1, 0.2], [-0.1, -0.1, -0.1], [0.4, -0.2, -0.3], [-0.1, -0.2, -0.2], [-0.1, 0.0, 0.0], [-0.2, -0.1, 0.0], [0.1, 0.1, 0.0], [-0.3, 0.1, -0.1], [0.2, -0.1, 0.1], [0.0, 0.1, -0.1], [-0.1, -0.1, 0.1], [0.2, -0.1, 0.0], [0.0, -0.1, 0.0], [0.0, 0.0, 0.0], [0.0, 0.0, 0.0], [0.0, -0.1, 0.0], [-0.1, 0.0, 0.0], [0.0, 0.1, 0.0], [0.0, 0.0, 0.0], [0.0, 0.1, -0.1], [0.0, 0.0, 0.0], [-0.1, 0.0, 0.1], [0.0, 0.1, 0.0], [0.1, -0.1, 0.0], [0.0, 0.3, -0.2], [-0.1, -0.2, 0.2], [0.1, -0.1, -0.1], [-0.2, 0.2, 0.3], [-0.2, -0.1, 0.0], [-0.1, 0.0, 0.0], [0.0, 0.0, 0.0], [0.0, 0.0, 0.0], [-0.1, 0.0, 0.0], [0.0, 0.0, 0.0], [0.1, 0.1, 0.0], [0.1, 0.0, 0.0], [0.1, -0.1, -0.1], [0.0, -0.1, 0.0], [0.1, 0.0, 0.1], [0.1, 0.1, 0.0], [-0.1, 0.1, 0.1], [-0.3, -0.1, -0.1], [0.2, 0.1, 0.1], [-0.1, 0.1, 0.0], [0.1, -0.2, -0.1], [0.2, 0.0, -0.2], [0.0, 0.0, 0.0], [0.0, 0.0, 0.0], [0.0, 0.0, 0.0], [0.1, 0.0, 0.0], [0.0, -0.1, 0.0], [-0.1, 0.0, 0.0], [0.0, 0.0, 0.0], [-0.1, 0.1, 0.0], [0.0, 0.0, 0.0], [0.0, 0.0, 0.1], [-0.1, 0.0, 0.0], [-0.1, -0.1, -0.1], [0.1, -0.2, 0.3], [-0.1, 0.2, -0.2], [0.0, -0.1, 0.0], [0.1, 0.1, 0.1], [0.1, 0.2, -0.1], [0.0, 0.0, 0.0], [0.0, 0.0, 0.0], [0.0, 0.0, 0.0], [0.1, 0.1, 0.0], [0.0, 0.0, 0.0], [0.0, -0.1, 0.1], [-0.1, 0.0, 0.0], [0.0, -0.1, -0.1], [0.0, 0.0, 0.0], [-0.1, 0.0, 0.0], [-0.1, -0.1, 0.1]],
  "mulliken_charge": [-1.2675, -0.2528, -1.0536, -0.4067, -0.5386, -1.3196, 0.0688, -0.8414, -1.0469, -0.7275, -0.8025, -0.4002, 0.4806, -0.6228, -0.6203, 1.1330, -0.5353, -0.4249, -0.1630, 0.2488, 0.3520, 0.3586, 0.2679, 0.3204, 0.3227, 0.3815, 0.3196, 0.4467, 0.4275, 0.5983, 0.5821, 0.3037, 0.5761, 0.4638, 0.5839, 0.4598, 0.6253, 0.3251, 0.4303, 0.4059, 0.3777, 0.2718, 0.2465, 0.3006, 0.3071, -1.4756, 0.4614, -0.6250, -0.3919, -0.6370, -0.6782, 0.2854, 0.3651, 0.3526, 0.3540, 0.3060, 0.4148, 0.3020, 0.2275, 0.2581, 0.1844, 0.3298, -1.3653, 0.2580, -0.4442, -0.3137, -0.5340, -0.7461, 0.2913, 0.3490, 0.3027, 0.4618, 0.3849, 0.0797, 0.1712, 0.2408, 0.2386, 0.2657, 0.3246, -1.4853, 0.2551, -0.7501, -0.3801, -0.6507, -0.4282, 0.3019, 0.3254, 0.3646, 0.3962, 0.3440, 0.4471, 0.3011, 0.2272, 0.2651, 0.2666, 0.2332, -1.4830, 0.3669, -0.6719, -0.3565, -0.6951, -0.6071, 0.2669, 0.3650, 0.3687, 0.4664, 0.3190, 0.4330, 0.3253, 0.2376, 0.2625, 0.1572, 0.2514]
}

***

[2]
{
  "formula": "C27H71N5O8",
  "method": "the ωB97M-V functional and the def2-TZVPD basis",
  "e_tot_ha": -1946.7075,
  "relative_energy_ev": 2.5370,
  "smiles": "COC[C@H](C)N.COC[C@H](C)N.COC[C@H](C)N.COCCNCCOC.COCCNCCOC.CC(C)O",
  "homo_energy_ev": -8.106,
  "homo_lumo_gap_ha": 0.3097,
  "symbols": ["C", "O", "C", "C", "N", "C", "C", "O", "C", "H", "H", "H", "H", "H", "H", "H", "H", "H", "H", "H", "H", "H", "H", "H", "C", "O", "C", "C", "N", "C", "C", "O", "C", "H", "H", "H", "H", "H", "H", "H", "H", "H", "H", "H", "H", "H", "H", "H", "C", "C", "C", "O", "C", "N", "H", "H", "H", "H", "H", "H", "H", "H", "H", "H", "H", "C", "C", "C", "O", "C", "N", "H", "H", "H", "H", "H", "H", "H", "H", "H", "H", "H", "C", "C", "C", "O", "C", "N", "H", "H", "H", "H", "H", "H", "H", "H", "H", "H", "H", "C", "C", "C", "O", "H", "H", "H", "H", "H", "H", "H", "H"],
  "xyz": [[-3.58985, 5.15257, -4.08931], [-2.33365, 5.33653, -3.39930], [-2.49446, 6.38874, -2.42637], [-1.11703, 6.97055, -2.06415], [-0.69077, 7.63288, -3.27692], [0.78692, 7.59945, -3.43371], [1.06128, 6.27360, -4.18571], [0.49689, 6.36982, -5.47338], [0.81478, 5.26166, -6.26574], [-3.67001, 5.88379, -4.89365], [-4.49043, 5.28602, -3.48994], [-3.57967, 4.17558, -4.57252], [-2.83851, 5.91079, -1.50916], [-3.15299, 7.21539, -2.69298], [-0.37596, 6.25558, -1.70676], [-1.14222, 7.69356, -1.24884], [-1.19548, 7.50603, -4.14253], [1.32173, 7.83597, -2.51385], [1.05919, 8.46940, -4.03134], [0.75379, 5.31996, -3.75660], [2.14404, 6.24495, -4.30779], [0.49261, 4.31293, -5.83651], [1.86866, 5.22993, -6.54222], [0.24240, 5.21367, -7.19212], [2.20788, -10.92682, 9.08390], [3.25995, -11.25814, 8.16889], [3.16982, -10.62880, 6.92891], [4.39398, -9.69446, 6.72345], [4.69941, -8.72931, 7.80675], [3.62826, -7.73107, 7.97340], [3.75607, -6.70782, 6.82222], [2.52263, -6.05461, 6.80220], [2.44022, -5.09250, 5.78164], [2.17437, -9.87976, 9.38500], [2.41496, -11.45670, 10.01365], [1.22252, -11.29544, 8.79878], [2.25246, -10.04702, 6.83908], [3.19195, -11.30709, 6.07596], [4.50163, -9.31423, 5.70761], [5.24448, -10.36774, 6.83054], [5.09929, -9.16365, 8.62623], [3.75367, -7.05164, 8.81646], [2.61421, -8.12755, 8.02440], [4.13015, -7.23289, 5.94332], [4.60526, -6.04801, 7.00000], [1.52191, -4.54632, 5.99724], [2.60630, -5.43807, 4.76130], [3.15578, -4.29286, 5.97310], [-2.09773, -1.33284, -8.17234], [-2.30671, -0.02276, -7.43485], [-2.89616, 1.08094, -8.31651], [-4.22135, 0.63981, -8.74698], [-4.88084, 1.75722, -9.34413], [-3.15073, -0.33616, -6.32004], [-1.22957, -1.34181, -8.83137], [-2.92202, -1.57616, -8.84274], [-2.07641, -2.25695, -7.59468], [-1.38923, 0.36337, -6.99074], [-2.20478, 1.15221, -9.15616], [-2.97576, 2.03649, -7.79817], [-5.81460, 1.36538, -9.74741], [-4.49121, 2.12035, -10.29515], [-5.13907, 2.62378, -8.73545], [-3.11378, 0.51185, -5.77268], [-4.06333, -0.26697, -6.74720], [5.87511, 2.86178, 5.05318], [5.95920, 3.01247, 3.57664], [4.82853, 2.44778, 2.67505], [4.44322, 1.09730, 2.75653], [5.43884, 0.14803, 2.54561], [6.31505, 4.38178, 3.28149], [4.90707, 3.16906, 5.44886], [6.76587, 3.26444, 5.53537], [5.85594, 1.80139, 5.30477], [6.81358, 2.41180, 3.26470], [4.98761, 2.58107, 1.60498], [3.87459, 2.83263, 3.03561], [5.00396, -0.85032, 2.49734], [6.01134, 0.12164, 3.47277], [6.18819, 0.33315, 1.77599], [7.19324, 4.67845, 3.68259], [6.36872, 4.54837, 2.28676], [-6.23694, 0.30721, -1.04708], [-7.22197, 0.39894, 0.20437], [-6.45218, 0.77309, 1.49105], [-7.18296, 0.68257, 2.71766], [-6.39067, 0.88214, 3.87999], [-8.20549, 1.51411, -0.13353], [-6.75547, 0.43462, -1.99734], [-5.74380, -0.66484, -1.04730], [-5.49050, 1.09797, -0.97216], [-7.56797, -0.62185, 0.36672], [-6.07349, 1.78394, 1.33980], [-5.62674, 0.07975, 1.65237], [-6.97569, 0.84035, 4.79874], [-5.78101, 1.78556, 3.89519], [-5.78725, -0.02328, 3.94481], [-8.80901, 1.62565, 0.66861], [-8.79271, 1.12793, -0.85888], [0.41801, 0.72553, -1.60603], [0.84044, -0.78664, -1.53622], [2.09965, -1.09354, -2.29885], [0.92549, -1.11487, -0.16741], [0.51804, 0.95307, -2.66731], [1.16944, 1.28401, -1.04787], [-0.55467, 0.99224, -1.19268], [0.08014, -1.48279, -1.89035], [2.35417, -2.13493, -2.10178], [2.94125, -0.45726, -2.02512], [1.87199, -0.84405, -3.33520], [1.63471, -0.57006, 0.18154]],
  "forces_ev_per_angstrom": [[0.9, 0.1, -0.5], [-1.6, 0.9, 0.0], [1.5, -1.1, 1.8], [-0.9, 0.3, -1.7], [2.0, 1.6, 1.2], [-2.4, -0.5, -1.4], [1.9, 1.0, 0.0], [-0.5, 0.2, -0.4], [-0.4, -0.6, -0.5], [0.1, 0.2, -0.1], [0.2, -0.3, 0.5], [0.0, -0.1, 0.3], [-0.7, 0.0, 0.1], [-0.1, -0.2, -0.5], [-0.2, -0.8, -0.3], [-0.6, 0.2, 0.2], [0.2, -0.6, 0.3], [-0.2, -0.9, 0.3], [0.2, -0.3, -0.7], [-0.3, 0.3, 0.7], [0.5, -0.4, -0.1], [0.4, -0.2, 0.8], [0.2, -0.1, 0.2], [-0.1, 0.9, -0.1], [0.6, -0.7, 0.6], [-0.7, -0.2, 0.7], [0.4, 1.8, -0.8], [1.2, -1.1, 1.8], [-1.2, 0.7, -1.1], [1.4, 0.8, -0.3], [0.3, -1.3, 1.0], [0.2, -0.2, -1.2], [-0.1, 1.4, 1.1], [0.0, 0.2, -0.5], [0.3, -0.2, -0.1], [0.0, 0.2, -0.6], [-0.3, 0.0, 0.1], [-0.1, -0.5, 0.2], [-0.5, 0.4, 0.1], [0.1, -0.3, -0.3], [-0.5, 0.0, 0.0], [0.2, -0.7, 0.7], [-0.1, -0.1, -0.2], [-1.0, 0.0, -0.8], [-0.1, 0.5, 0.5], [-0.5, -0.4, -0.8], [-0.4, -0.3, 0.0], [0.7, 0.0, -0.1], [0.2, -0.7, -1.5], [0.5, -0.5, 0.0], [-0.2, -1.5, -0.3], [1.2, 2.1, 0.0], [-1.5, -1.0, -1.2], [-0.8, 0.8, 0.7], [0.2, 0.2, 0.1], [-0.4, 0.5, -0.1], [0.4, 0.5, 0.8], [0.4, -0.1, -0.4], [-0.2, 0.4, -0.5], [0.0, 0.0, 0.1], [-0.4, -0.2, 0.5], [1.2, 0.0, 0.2], [0.4, -0.2, 0.6], [-0.2, 0.1, 0.8], [-0.8, -0.5, 0.3], [-1.0, -1.5, 0.6], [1.7, -1.2, -1.3], [-1.4, 0.5, 0.9], [0.0, -0.8, 0.1], [0.9, -0.5, 1.7], [-1.0, 1.0, -0.8], [0.3, 0.8, 0.2], [-0.4, 0.4, 0.1], [0.3, -0.3, 0.0], [0.4, -0.6, 0.1], [0.4, 1.0, 0.0], [0.1, 1.2, -0.6], [-0.2, 0.2, -0.5], [0.5, -0.2, 0.2], [-0.4, 0.2, -0.6], [0.0, -0.3, 0.2], [0.0, 0.0, -0.1], [-0.4, 0.1, 1.6], [0.8, 1.2, -0.7], [0.3, -0.2, 0.1], [-1.2, 0.9, -0.4], [0.1, -1.2, -0.3], [0.9, -1.8, 0.7], [-0.2, 0.0, 0.2], [0.1, 0.1, 0.0], [0.1, 0.0, -0.1], [-1.0, 0.1, -0.1], [0.2, 0.2, 0.2], [0.5, 0.0, -0.6], [-0.6, 0.3, -0.4], [0.0, 0.1, -0.3], [0.8, 0.2, 0.2], [-0.2, 0.2, 0.2], [-0.2, 0.2, -0.3], [0.8, -1.4, -0.8], [-1.1, 1.1, 0.9], [-0.1, 0.5, 0.0], [0.4, -0.5, 0.6], [-0.4, 0.7, 0.0], [0.1, 0.1, -0.1], [0.0, -0.4, -0.2], [-0.3, 0.4, -0.3], [0.1, 0.0, -0.5], [0.1, 0.1, 0.3], [0.3, -0.6, -0.3], [0.1, 0.0, 0.4]],
  "mulliken_charge": [-0.7662, -0.1583, -0.7594, -0.5625, -0.3133, -1.0036, -0.2384, -0.3407, -0.8285, 0.3237, 0.3543, 0.1372, 0.3901, 0.3995, 0.3462, 0.3063, 0.2953, 0.3795, 0.3558, 0.3178, 0.4491, 0.3057, 0.3168, 0.2911, -0.5983, -0.3847, -0.5063, -0.9374, -0.3042, -0.4174, -0.3994, -0.3121, -0.8078, 0.2204, 0.2854, 0.2952, 0.3635, 0.4038, 0.3467, 0.4633, 0.3013, 0.4107, 0.1029, 0.2373, 0.3340, 0.2878, 0.2966, 0.3190, -1.5446, 0.5145, -0.6599, -0.3461, -0.8485, -0.7932, 0.3481, 0.2976, 0.4172, 0.4113, 0.2897, 0.4189, 0.2967, 0.3269, 0.3097, 0.2431, 0.3200, -1.3297, 0.7237, -0.7593, -0.3059, -0.7829, -0.7244, 0.3221, 0.3756, 0.2838, 0.1867, 0.3869, 0.2878, 0.2793, 0.2437, 0.3376, 0.2497, 0.2247, -1.1907, 0.4997, -0.8125, -0.3422, -0.7303, -0.7285, 0.3596, 0.3354, 0.2619, 0.2762, 0.3308, 0.3632, 0.2778, 0.2877, 0.3103, 0.2520, 0.2502, -0.9753, 0.2898, -1.2045, -0.5338, 0.2450, 0.2639, 0.3189, 0.2985, 0.3410, 0.2981, 0.3344, 0.3250]
}